(1)
C5H7Cl2N2OPS | wB97M-V/def2-TZVPD

Structure (XYZ):
```
19
Properties=species:S:1:pos:R:3:nbo_charge:R:1
C 3.01 -1.19 2.25 -0.44
N 1.64 -0.96 1.75 -0.45
C 1.14 0.15 1.93 0.32
Cl 2.10 1.67 2.48 -0.17
C -0.20 0.58 1.66 -0.82
P -1.45 -0.57 1.34 1.18
S -3.30 -0.22 0.97 -0.42
Cl -0.91 -2.46 1.37 -0.14
H 3.82 -0.76 1.59 0.21
H 3.06 -0.68 3.16 0.20
H 3.21 -2.29 2.35 0.20
H -0.32 1.60 1.99 0.29
C -2.02 1.21 -4.03 -0.40
N -1.41 0.62 -2.89 -0.49
C -1.14 -0.07 -1.99 0.87
O -0.78 -0.64 -1.04 -0.60
H -1.58 2.19 -4.21 0.22
H -1.85 0.61 -4.92 0.21
H -3.03 1.22 -3.75 0.22
```

Frontier orbital gap in eV: 7.9
F_max in eV/A: 2.8
Spin multiplicity: 1
Energy in eV: -55493.83444
HOMO energy in eV: -8.36
Structure (SMILES): C/N=C(\Cl)C=P(=S)Cl.CN=C=O
ΔE to the lowest compared entry with this formula, charge and spin in kcal per mole: 0.0

(2)
C5H7Cl2N2OS | wB97M-V/def2-TZVPD

Structure (XYZ):
```
18
Properties=species:S:1:pos:R:3:nbo_charge:R:1
C 0.21 -0.20 -1.34 0.40
C 0.06 0.31 1.22 0.37
C -0.60 -0.32 0.02 -0.36
C -0.72 0.17 -2.43 -0.67
C -0.77 0.70 2.38 -0.67
N 1.47 -0.12 -1.33 -0.62
N 1.35 0.35 1.25 -0.67
O 0.91 -2.65 0.26 -0.77
S 2.43 -0.03 0.08 1.33
Cl -0.57 -2.27 0.31 0.82
Cl 3.25 1.71 -0.30 -0.01
H -1.67 -0.29 -0.28 0.27
H -1.23 -0.74 -2.70 0.26
H -0.04 0.50 -3.19 0.26
H -1.30 0.94 -2.13 0.24
H -1.58 1.20 2.04 0.25
H -0.08 1.07 3.19 0.28
H -1.13 -0.33 2.94 0.28
```

Frontier orbital gap in eV: 8.0
F_max in eV/A: 6.4
Spin multiplicity: 1
Energy in eV: -46192.85668
HOMO energy in eV: -13.59
Charge: +1
ΔE to the lowest compared entry with this formula, charge and spin in kcal per mole: 80.2

Look up the HOMO energy of the second one. -13.59 eV

Among the records above, which one has the lowest HOMO energy? C5H7Cl2N2OS

Among the records above, which one has the lowest F_max? C5H7Cl2N2OPS